A structure of composition C33H37BrINO4Si2Sr. Source: the Open Molecules 2025 dataset; level of theory: the ωB97M-V functional and the def2-TZVPD basis.

Results
charge: -2
HOMO: 1.24 eV
orbital gap: 2.1 eV
energy above the lowest of the compared OMol25 structures with the same formula, charge and spin: 46.1 kcal/mol
electronic energy: -5116.9548 Ha

Positions of all 80 atoms, in Å:
Sr 0.0332 0.7792 -1.0436
C -1.1584 3.3151 3.4994
C -2.3894 2.4694 3.2015
C -2.0930 1.0060 3.5417
C -2.8579 2.5712 1.7647
C -2.2133 3.3304 0.7942
C -2.6982 3.3871 -0.5022
C -3.8336 2.6843 -0.8817
C -4.3246 2.7053 -2.2942
C -4.4696 1.9124 0.0822
C -3.9947 1.8657 1.3789
H -0.8572 3.1830 4.5366
H -1.3525 4.3734 3.3319
H -0.3301 2.9880 2.8786
H -3.2125 2.8128 3.8480
H -1.3521 0.6100 2.8492
H -2.9956 0.4006 3.4829
H -1.6961 0.9301 4.5522
H -1.3263 3.9001 1.0311
H -2.1781 3.9920 -1.2321
H -5.3702 2.4078 -2.3535
H -3.7312 1.9963 -2.8708
H -4.2082 3.6875 -2.7517
H -5.3439 1.3339 -0.1901
H -4.5236 1.2670 2.1092
C 1.3554 -3.3274 2.8538
Si 2.0646 -2.0145 1.6340
C 3.7113 -1.3091 2.3234
C 2.5640 -3.1348 0.1645
C 3.4605 -4.1233 0.5812
C 3.8754 -5.1498 -0.2407
C 3.3731 -5.2207 -1.5268
C 2.5175 -4.2292 -1.9650
C 2.1087 -3.1649 -1.1592
Si 1.0393 -1.7594 -2.0059
C -0.4009 -2.8241 -2.7929
C 2.2046 -1.3681 -3.5270
H 2.0718 -4.1295 2.9935
H 0.4508 -3.7708 2.4474
H 1.1225 -2.9317 3.8365
H 4.2884 -2.0400 2.8829
H 3.5063 -0.4749 2.9865
H 4.3358 -0.9345 1.5155
H 3.8501 -4.0857 1.5893
H 4.5743 -5.8918 0.1250
H 3.6589 -6.0370 -2.1783
H 2.1523 -4.2907 -2.9792
H -0.0792 -3.5667 -3.5223
H -1.0972 -2.1585 -3.2976
H -0.9595 -3.3449 -2.0163
H 2.3675 -2.1991 -4.2124
H 3.1798 -1.0294 -3.1774
H 1.7746 -0.5524 -4.1037
I 3.0512 1.8039 7.6241
C 2.4137 1.3723 5.6256
C 2.5042 2.3662 4.6402
C 2.0257 2.1293 3.3885
C 1.4482 0.8554 3.0430
C 1.2138 -0.0503 4.1372
C 1.6748 0.2067 5.3900
C 1.1764 0.5181 1.7333
O 1.1449 1.2922 0.7242
O 0.9293 -0.8616 1.4614
H 2.9822 3.3090 4.8735
H 2.1277 2.8725 2.6108
H 0.6162 -0.9255 3.9439
H 1.4862 -0.5028 6.1885
Br -0.0397 1.4021 -8.6142
C -1.0796 0.9754 -7.0486
C -2.2927 0.3328 -7.2369
N -3.0669 -0.0131 -6.1823
C -2.6251 0.2804 -4.9813
C -1.4263 0.9383 -4.6991
C -0.6050 1.2973 -5.8074
C -1.0072 1.1911 -3.3153
O -1.7446 0.7695 -2.3845
O 0.0772 1.7927 -3.1033
H -2.6690 0.0613 -8.2134
H -3.2544 -0.0332 -4.1574
H 0.3455 1.7762 -5.6338

Force components x, y, z for each atom (eV/Å):
0.9256 -0.4586 2.3297
-0.2932 -0.0837 -0.0146
0.1153 -0.0119 0.1226
-0.1852 0.1341 0.0774
-0.1177 0.0184 0.2010
0.0531 0.0334 0.0532
-0.1355 -0.0315 -0.0863
-0.0321 0.0314 0.0815
0.0933 -0.0724 -0.1282
-0.0052 0.0519 -0.0675
-0.0224 0.0335 -0.0215
0.0829 -0.0285 0.0336
0.0316 0.1697 -0.0621
0.2047 0.0227 -0.0175
0.0290 -0.0356 -0.1172
0.1766 -0.0759 0.0282
-0.0718 -0.1336 -0.0310
0.1107 -0.0695 0.0227
0.0668 -0.0573 0.1354
0.0664 0.0653 -0.1320
-0.0726 0.0143 -0.0370
-0.0530 -0.0269 -0.1231
-0.0257 0.0614 -0.0029
-0.0771 -0.0042 -0.0221
0.0080 -0.0361 0.0648
0.2276 0.4462 -0.3718
1.0796 -0.9204 1.0337
-0.6567 -0.0309 -0.3035
-0.3029 0.3533 0.1909
0.1287 0.0045 0.2068
0.1235 -0.1248 0.1002
0.0516 -0.0821 -0.0810
0.0041 -0.1248 -0.1275
-0.3597 0.4596 -0.2836
0.4636 -1.2688 -0.4365
0.4262 0.2195 0.0082
-0.3268 -0.1763 0.2072
0.1813 -0.2211 -0.0252
-0.2040 -0.0758 -0.1674
-0.0002 0.2078 0.0964
0.0235 -0.2862 0.0245
-0.0636 0.0593 0.1135
0.0852 0.0131 -0.2136
0.0688 -0.0340 0.1519
0.0400 -0.0560 0.0214
0.0128 -0.0399 -0.1042
-0.0919 0.0531 -0.2366
0.1478 -0.1896 -0.1459
-0.2099 0.1521 -0.1308
-0.0498 -0.0209 0.1697
0.0316 -0.2526 -0.1060
0.0934 0.0379 0.1169
-0.1039 0.2231 -0.1706
-0.1969 -0.0395 -0.4383
0.4862 0.1346 1.2027
0.0710 0.1780 -0.1363
0.1197 0.7223 0.0740
-0.4799 -0.5277 -1.8608
-0.2093 -0.4124 0.4312
-0.0091 -0.2859 0.0201
0.5762 -0.1893 3.2643
0.9951 1.5677 -0.2579
-0.7753 0.1747 -0.6801
0.0283 0.0895 -0.0330
0.0333 0.1333 -0.0448
-0.0648 -0.1452 0.1239
-0.0238 0.0300 0.0382
-0.1897 -0.0650 0.3162
0.0740 -0.0315 -1.1537
-0.4952 -0.2298 1.2269
0.3907 0.1124 -1.7177
0.2229 0.1953 0.9890
0.3750 -0.0806 -2.4061
-0.9142 -0.3789 1.7375
-0.0630 0.4321 0.5571
-1.8732 -0.0208 -1.6288
-0.0156 0.5964 -1.4671
0.1130 0.0928 -0.0898
0.0717 0.0537 0.1075
0.0601 0.0583 0.0018


A cluster of 11 separate species, C33H37Cl20N3O2 in total. Source: the Open Molecules 2025 dataset; level of theory: the ωB97M-V functional and the def2-TZVPD basis.

Results
SMILES: [H]/N=C\Cc1cnc2cc(-c3ccccc3)cc(OC(=O)c3ccccc3)c2n1.ClCCl.ClCCl.ClCCl.ClCCl.ClCCl.ClCCl.ClCCl.ClCCl.ClCCl.ClCCl
charge: 0
HOMO: -8.71 eV
orbital gap: 8.3 eV
electronic energy: -10798.1708 Ha

Positions of all 95 atoms, in Å:
N 2.0315 -3.9640 -0.3568
C 1.9203 -3.7742 0.8943
C 1.4618 -2.3924 1.4736
C 2.4570 -1.3366 0.9320
C 3.8717 -1.5679 1.1824
N 4.8131 -0.7569 0.7417
C 4.3313 0.3128 0.0236
C 5.2851 1.2330 -0.5398
C 4.9092 2.3399 -1.2906
C 5.8826 3.2912 -1.9208
C 5.8685 3.3905 -3.3416
C 6.7291 4.2298 -4.0671
C 7.6798 5.0159 -3.3586
C 7.7027 4.9285 -1.9496
C 6.8250 4.0744 -1.2236
C 3.4770 2.5625 -1.4619
C 2.5519 1.6866 -0.9226
O 1.2003 1.9440 -1.1441
C 0.7473 1.2217 -2.2653
O 1.1357 1.5362 -3.3562
C -0.2304 0.0766 -2.0269
C 0.1014 -1.2340 -2.4206
C -0.7487 -2.3380 -2.2114
C -2.0061 -2.0901 -1.6090
C -2.3723 -0.7813 -1.1995
C -1.4870 0.2934 -1.4181
C 2.9418 0.5127 -0.1625
N 1.9364 -0.3092 0.2894
H 1.7794 -3.1099 -0.8700
H 2.1553 -4.6407 1.5380
H 1.4262 -2.4034 2.5783
H 0.4531 -2.2160 1.0530
H 4.1814 -2.4617 1.7413
H 6.3564 1.0474 -0.3652
H 5.1570 2.7589 -3.8957
H 6.6665 4.2641 -5.1637
H 8.3828 5.6461 -3.9143
H 8.4521 5.5484 -1.4352
H 6.8846 4.0135 -0.1299
H 3.0873 3.4096 -2.0430
H 1.0776 -1.4037 -2.9017
H -0.4843 -3.3642 -2.4970
H -2.7128 -2.9175 -1.4426
H -3.3469 -0.6435 -0.7156
H -1.8022 1.3055 -1.1159
C -4.7466 1.9643 -1.3717
Cl -3.4243 2.9327 -0.7136
Cl -5.5229 0.9875 -0.1164
H -5.4868 2.6294 -1.8042
H -4.3499 1.3023 -2.1365
C -1.8572 -3.4553 -6.1613
Cl -0.3527 -4.3800 -6.2396
Cl -1.9530 -2.5100 -4.6696
H -1.8994 -2.7804 -7.0104
H -2.6947 -4.1453 -6.1940
C -9.1901 1.8600 0.9967
Cl -10.2401 1.1716 -0.2503
Cl -9.6568 3.5190 1.3868
H -9.2660 1.2538 1.8936
H -8.1665 1.8586 0.6343
C 7.0382 -2.0344 3.0560
Cl 5.8974 -3.3269 3.4625
Cl 8.7123 -2.5759 3.2300
H 6.8709 -1.7289 2.0277
H 6.8690 -1.1957 3.7234
C -13.8151 2.3962 0.7473
Cl -14.3097 3.5190 2.0229
Cl -14.6678 0.8547 0.8760
H -14.0389 2.8423 -0.2160
H -12.7484 2.2160 0.8339
C -12.5898 4.6778 5.1976
Cl -10.8535 4.3535 5.2264
Cl -13.3999 3.9894 6.6097
H -12.7482 5.7513 5.1903
H -13.0093 4.2354 4.2994
C 3.7061 -6.7078 4.9304
Cl 2.5373 -5.5879 4.2166
Cl 5.3373 -6.0330 4.9164
H 3.4189 -6.9063 5.9578
H 3.7028 -7.6302 4.3591
C 6.4497 -6.2786 8.7568
Cl 7.1276 -6.8267 10.2930
Cl 4.8438 -6.9640 8.4772
H 6.3696 -5.1967 8.7740
H 7.1070 -6.5894 7.9514
C 4.8002 7.6607 -2.4944
Cl 5.5005 6.1657 -1.8427
Cl 5.8311 8.3501 -3.7602
H 3.8250 7.4409 -2.9189
H 4.6991 8.3851 -1.6924
C -5.3807 -4.4826 -3.7391
Cl -3.8725 -5.4035 -3.8043
Cl -5.5005 -3.5306 -2.2550
H -5.4170 -3.8097 -4.5901
H -6.2148 -5.1753 -3.7778

Force components x, y, z for each atom (eV/Å):
-0.0692 0.0539 0.3709
-0.3196 0.3291 -0.2101
0.7977 -0.7707 -0.6063
-1.2531 -0.7778 0.8846
-0.0911 0.6207 -0.5298
-1.2844 -0.3464 0.1232
0.4994 0.5082 -0.1959
0.1055 0.4567 -0.1521
-1.2257 -0.3544 0.7254
0.7085 0.0676 -1.0328
-0.0937 -0.0605 0.0245
0.4261 0.1449 1.0021
-0.5697 -1.2984 0.1838
0.9045 -0.9625 -0.5802
0.7165 -0.6352 -0.6052
0.4021 -0.5753 0.1898
1.0642 0.3761 -0.0982
-0.2429 -1.1228 -0.0342
-0.1292 -0.0096 -0.7713
-0.1987 -0.4161 0.6078
-0.7603 -0.3127 0.5244
0.5807 -0.2022 -0.1293
-0.6203 1.1211 1.0302
0.3262 0.3800 0.2877
0.8004 -0.6656 -0.6349
0.0123 -0.0505 0.1255
-0.6013 1.6135 -1.0510
2.3826 -0.6839 0.4898
0.0497 -0.1168 0.0334
-0.1552 0.5987 -0.0355
0.0316 0.0581 -0.4988
0.5060 0.2082 0.3622
-0.2256 0.4724 -0.2637
-0.6304 -0.0728 -0.0625
0.3074 0.3596 0.3078
0.0635 -0.0251 0.5985
-0.3312 -0.1574 0.4147
-0.5514 -0.3968 -0.0005
-0.0345 0.1240 -0.4856
0.3498 -0.3955 0.2977
-0.4808 0.1158 0.2137
0.0679 0.6757 0.1051
0.4398 0.4278 -0.1120
0.4862 0.1122 -0.2269
0.5114 -0.8054 -0.1683
0.0055 0.0471 -0.1949
-0.3121 0.3516 0.0432
-0.0792 -0.0317 -0.0280
0.0200 0.0118 0.1266
0.0574 -0.0441 0.1378
-0.2136 0.1328 -0.1684
-0.0287 -0.0331 -0.0319
-0.3128 -0.1118 -0.8004
0.1195 -0.0047 0.0606
0.1004 -0.0434 0.1076
0.1579 -0.0163 0.0829
0.0325 -0.0909 -0.0108
0.0165 -0.0049 0.0553
-0.1242 0.0498 -0.0434
-0.1152 0.0539 -0.0729
-0.0429 0.1875 -0.1764
0.1561 0.1869 0.0199
0.0188 0.0417 0.0130
-0.0079 -0.0863 0.0346
0.0291 -0.1105 0.0552
0.1535 -0.0368 -0.0991
-0.0084 0.0714 -0.0471
0.0439 -0.0071 -0.0545
-0.1021 -0.0009 0.0872
-0.0707 -0.0116 0.0905
-0.0982 0.0421 -0.1262
0.0530 0.0442 -0.0731
-0.0746 0.0322 -0.0324
0.0771 -0.0441 0.1170
0.0733 -0.0802 0.1248
0.0366 -0.1985 0.1117
-0.0668 -0.0190 0.0272
-0.0602 -0.2670 0.1076
0.0242 0.1371 -0.0263
0.0167 0.1177 -0.0822
0.1255 0.1026 -0.1076
0.0441 0.0385 -0.0239
-0.0640 -0.0035 0.0032
-0.0797 -0.0646 0.0733
-0.0718 -0.0873 0.0511
-0.3220 -0.1240 0.2641
-1.9622 2.2485 0.1415
-0.0165 0.0337 -0.0233
0.1049 0.0021 -0.0864
0.1059 0.0008 -0.0688
-0.0597 0.0015 -0.1058
-0.0544 -0.0791 -0.0356
-0.0789 0.0325 -0.0251
0.1028 0.0353 0.0920
0.0797 -0.0119 0.0990


What is the charge in the second record?
0


Which of these has the highest orbital gap?
C33H37Cl20N3O2


Number 1 is which compound?
C33H37BrINO4Si2Sr